ORCA calculation (ωB97M-V/def2-TZVPD) on 3 unconnected molecules or ions with the total composition C27H47BF5N3O5PS2.

- charge = +1
- gap between HOMO and LUMO (eV) = 8.11
- HOMO (eV) = -11.5

Each line ends with the Löwdin charge.
Element x y z (Å)
C (0.72940, 3.60682, 1.19519)  -0.07
C (0.33342, 4.80395, 0.33578)  -0.25
O (-0.76693, 4.59517, -0.53025)  -0.12
C (-0.77382, 3.41636, -1.28863)  -0.23
C (0.44789, 3.24165, -2.19267)  -0.08
C (0.60234, 1.87623, -2.87742)  -0.25
C (1.54267, 0.78127, -2.38737)  -0.34
P (1.30938, 0.15474, -0.67864)  0.53
S (-0.51901, 0.09337, -0.01136)  0.35
C (1.37130, -0.24244, -3.58218)  -0.20
C (1.86589, -1.68544, -3.42323)  -0.14
C (3.39634, -1.82106, -3.50778)  -0.15
C (4.12894, -1.56379, -2.19333)  -0.08
C (5.64423, -1.74110, -2.21272)  -0.43
F (6.04224, -2.14166, -0.97204)  0.12
F (6.24900, -0.55361, -2.46553)  0.13
C (6.20188, -2.79757, -3.19051)  -0.55
F (6.11154, -2.36838, -4.45686)  0.17
F (5.53601, -3.94956, -3.04947)  0.18
F (7.49295, -3.02065, -2.92093)  0.18
C (-0.10110, -0.09085, -4.01325)  -0.29
C (-0.98877, -1.33057, -3.84901)  -0.12
O (-0.99480, -1.83936, -2.54348)  -0.09
C (-2.25441, -2.20391, -2.06504)  -0.30
C (-3.21996, -1.28016, -1.72092)  -0.05
C (-4.43667, -1.70454, -1.22347)  -0.06
C (-4.69266, -3.05457, -1.06629)  -0.07
C (-3.73159, -3.97559, -1.43811)  -0.06
C (-2.51680, -3.55215, -1.93917)  0.00
N (-0.27730, 0.26047, -5.44364)  0.11
C (0.41653, -0.26060, -6.30364)  -0.75
S (1.33660, -0.85875, -7.39140)  0.88
N (-0.63022, 1.13979, -3.27023)  0.14
B (-1.64099, 1.88630, -4.16821)  -0.64
N (-2.97725, 1.36272, -4.25585)  0.22
O (-1.21889, 3.05874, -4.71253)  0.20
H (1.19284, 3.92580, 2.12261)  0.08
H (-0.11194, 2.94433, 1.37944)  0.06
H (1.47425, 3.00650, 0.66739)  0.04
H (1.20300, 5.15994, -0.22476)  0.11
H (0.04553, 5.62563, 0.98561)  0.12
H (-0.97024, 2.53520, -0.68097)  0.04
H (-1.64301, 3.52517, -1.94566)  0.13
H (0.34515, 3.96579, -2.99667)  0.12
H (1.39051, 3.47143, -1.69880)  0.12
H (1.04736, 2.13368, -3.84137)  0.16
H (2.57023, 1.13527, -2.46466)  0.13
H (2.18124, 0.89342, 0.13483)  0.00
H (1.87565, -1.12108, -0.68452)  -0.01
H (2.05223, 0.19407, -4.31301)  0.14
H (1.44730, -2.28859, -4.22436)  0.11
H (1.50135, -2.11783, -2.49332)  0.11
H (3.74974, -1.09231, -4.24110)  0.13
H (3.60608, -2.81642, -3.88028)  0.12
H (3.96520, -0.53635, -1.87223)  0.11
H (3.72836, -2.19395, -1.40201)  0.13
H (-0.55368, -2.07216, -4.52316)  0.14
H (-1.99563, -1.13388, -4.21053)  0.14
H (-3.00737, -0.22674, -1.82596)  0.09
H (-5.16392, -0.95856, -0.94220)  0.11
H (-5.64151, -3.35850, -0.65232)  0.11
H (-3.94324, -5.02774, -1.32686)  0.11
H (-1.77737, -4.28779, -2.21958)  0.12
H (-1.15240, 0.74110, -2.47216)  0.11
H (-3.10679, 0.69517, -5.00735)  0.10
H (-3.65976, 2.10726, -4.32935)  0.10
H (-1.33768, 3.06641, -5.67020)  0.14
C (-1.32571, -1.60076, 4.80865)  -0.05
C (0.11430, -1.38804, 4.37144)  -0.49
C (0.55309, 0.04833, 4.60369)  -0.06
O (0.27361, -1.74344, 2.99547)  -0.09
H (-1.99597, -0.96037, 4.22671)  0.08
H (-1.62760, -2.63497, 4.63998)  0.08
H (-1.45217, -1.36119, 5.86496)  0.06
H (0.76686, -2.06219, 4.92719)  0.14
H (-0.06695, 0.73466, 4.01708)  0.08
H (1.58841, 0.19118, 4.28924)  0.08
H (0.46545, 0.31479, 5.65710)  0.06
H (-0.29358, -1.15983, 2.47903)  0.01
C (-3.24692, 0.29518, 8.41017)  -0.06
C (-1.79853, 0.18286, 8.86018)  -0.50
C (-1.52092, 1.05380, 10.07471)  -0.06
O (-0.91894, 0.53147, 7.78779)  -0.07
H (-3.47653, 1.32568, 8.12480)  0.08
H (-3.42840, -0.33663, 7.53999)  0.07
H (-3.93263, -0.00150, 9.20431)  0.08
H (-1.57031, -0.85692, 9.09783)  0.14
H (-1.70187, 2.10574, 9.83676)  0.08
H (-0.47985, 0.95948, 10.38309)  0.08
H (-2.15919, 0.77765, 10.91449)  0.08
H (-1.09447, 1.44947, 7.55302)  0.09

=====

ORCA calculation (ωB97M-V/def2-TZVPD) on a molecular structure, C27H47N8O4PS2Tl.

- relative energy (zero: lowest compared OMol25 entry of this formula, charge and spin) (kcal per mole) = 35.3
- charge = +1
- gap between HOMO and LUMO (eV) = 6.00
- HOMO (eV) = -10.3

Each line ends with the Löwdin charge.
Element x y z (Å)
Tl (-0.05086, -0.04182, 0.98603)  0.93
N (2.35257, -0.08502, 2.38374)  0.03
N (1.96919, 0.36776, 3.65260)  0.00
C (0.68987, 0.00198, 4.12150)  -0.73
O (0.48039, 0.09159, 5.31398)  0.07
O (-0.15869, -0.39414, 3.22919)  -0.19
H (2.76078, -1.01645, 2.42212)  0.08
H (3.02806, 0.55783, 1.99411)  0.06
H (2.66942, 0.37924, 4.38029)  0.14
C (4.07874, 2.54271, 0.56010)  -0.03
N (2.80098, 3.11714, 0.93839)  -0.12
C (2.86146, 4.56505, 1.09514)  -0.02
C (1.62026, 2.48403, 0.72069)  -0.41
N (1.48098, 1.43147, -0.06703)  0.05
C (2.15056, 1.25208, -1.28643)  -0.21
C (2.43823, 2.39164, -2.01632)  -0.03
C (3.19505, 2.36178, -3.19217)  -0.06
C (3.59242, 1.15877, -3.68827)  -0.03
C (3.17659, -0.04618, -3.07496)  -0.15
C (3.46471, -1.24970, -3.75889)  -0.03
C (2.96871, -2.43353, -3.30680)  -0.06
C (2.27430, -2.45667, -2.09342)  -0.04
C (2.08281, -1.32760, -1.31841)  -0.22
N (1.44466, -1.53774, -0.07885)  0.05
C (1.68251, -2.58997, 0.68500)  -0.42
N (0.70442, -3.07842, 1.49164)  -0.15
C (-0.68814, -3.17710, 1.07406)  -0.06
C (0.93929, -3.48300, 2.87025)  -0.03
N (2.89792, -3.18728, 0.78981)  -0.13
C (3.01033, -4.62439, 1.00348)  -0.02
C (4.12693, -2.54818, 0.36167)  -0.03
C (2.45394, -0.04055, -1.83780)  -0.02
N (0.55457, 2.84684, 1.49348)  -0.16
C (-0.76964, 3.08961, 0.91272)  -0.07
C (0.68962, 3.37043, 2.84686)  -0.04
H (4.39548, 2.84941, -0.43978)  0.10
H (4.04272, 1.45499, 0.57656)  0.08
H (4.82907, 2.88323, 1.27463)  0.10
H (3.10089, 5.03428, 0.13523)  0.10
H (3.64793, 4.82111, 1.80457)  0.10
H (1.92256, 4.97407, 1.45219)  0.08
H (2.06844, 3.34019, -1.64642)  0.12
H (3.43946, 3.28762, -3.69502)  0.12
H (4.18613, 1.10308, -4.59076)  0.12
H (4.04036, -1.20125, -4.67331)  0.12
H (3.09931, -3.34777, -3.86967)  0.11
H (1.87364, -3.39702, -1.73459)  0.12
H (-0.79386, -2.84726, 0.04310)  0.05
H (-1.34073, -2.59274, 1.72792)  0.06
H (-0.99578, -4.22536, 1.13298)  0.11
H (1.97559, -3.31094, 3.15177)  0.10
H (0.69449, -4.53653, 3.02633)  0.10
H (0.30167, -2.88274, 3.52283)  0.10
H (2.02624, -5.07211, 1.09514)  0.09
H (3.58342, -4.84368, 1.90607)  0.10
H (3.52398, -5.07912, 0.15262)  0.10
H (4.03983, -1.46580, 0.44225)  0.09
H (4.38391, -2.79472, -0.67127)  0.10
H (4.93631, -2.89046, 1.00760)  0.10
H (-0.84728, 2.67704, -0.09130)  0.08
H (-0.94736, 4.16794, 0.85369)  0.10
H (-1.54400, 2.65573, 1.54452)  0.05
H (1.68852, 3.18612, 3.23015)  0.09
H (-0.02080, 2.84492, 3.48786)  0.11
H (0.45769, 4.43778, 2.89830)  0.10
C (-2.85796, -2.79315, -1.78392)  -0.04
C (-3.97690, -1.78145, -1.96320)  -0.42
C (-3.57971, -0.67724, -2.92279)  -0.08
O (-4.38260, -1.33102, -0.64420)  -0.30
P (-4.32781, 0.04345, 0.15759)  -0.10
S (-4.58357, 1.72892, -0.78345)  0.28
S (-2.65037, 0.05667, 1.42734)  0.40
O (-5.47416, -0.14740, 1.21881)  -0.31
C (-5.96897, -1.28828, 1.98740)  -0.41
C (-7.04876, -1.98368, 1.17787)  -0.04
C (-4.87525, -2.25259, 2.41265)  -0.08
H (-2.66565, -3.29039, -2.73403)  0.09
H (-3.13030, -3.54443, -1.04236)  0.09
H (-1.94557, -2.28605, -1.46276)  0.06
H (-4.86452, -2.28901, -2.34792)  0.15
H (-2.74696, -0.09843, -2.52251)  0.07
H (-4.40965, -0.00200, -3.10648)  0.06
H (-3.27094, -1.12732, -3.86684)  0.09
H (-6.40402, -0.81264, 2.86666)  0.15
H (-6.60374, -2.48430, 0.31830)  0.08
H (-7.78658, -1.26328, 0.82778)  0.09
H (-7.55476, -2.72544, 1.79502)  0.09
H (-4.45457, -2.74963, 1.53811)  0.07
H (-5.30053, -3.00604, 3.07540)  0.09
H (-4.08643, -1.73264, 2.95131)  0.05